Entry 1:
{
  "formula": "C16H14I2O4RhRuS",
  "method": "the ωB97M-V functional and the def2-TZVPD basis",
  "s2": 24.818,
  "orbital_gap_ev": [5.902, 4.790],
  "spin_multiplicity": 10,
  "e_tot_ha": -2116.05591,
  "charge": 4,
  "species": ["I", "I", "Rh", "Ru", "S", "C", "C", "C", "C", "C", "C", "C", "C", "O", "O", "O", "O", "H", "H", "H", "H", "H", "H", "H", "H", "H", "C", "C", "C", "C", "C", "C", "C", "C", "H", "H", "H", "H", "H"],
  "positions_angstrom": [[0.7778, -3.4856, -0.7676], [0.9982, 3.6004, -0.7649], [-0.5573, 1.3389, -0.3666], [-0.6401, -1.2088, -0.4538], [0.5938, 0.0276, -2.0944], [-1.9394, -1.8011, -1.6230], [-1.6264, -1.8685, 0.9099], [0.0839, 0.0611, -3.9013], [0.9212, 1.1620, -4.5376], [-1.4061, 0.3355, -4.1309], [0.4724, -1.3177, -4.4401], [-1.4303, 2.0247, 1.0978], [-1.9885, 2.0707, -1.4669], [-2.2680, -2.3426, 1.7671], [-2.7871, -2.2101, -2.3415], [-1.9390, 2.4673, 2.0395], [-2.8306, 2.6085, -2.0646], [0.6745, 1.2445, -5.6041], [1.9850, 0.9304, -4.4362], [0.7240, 2.1243, -4.0512], [-1.7679, -0.2899, -4.9677], [-1.5696, 1.3911, -4.4011], [-2.0302, 0.0968, -3.2625], [0.2465, -1.3662, -5.5168], [-0.0765, -2.1222, -3.9271], [1.5459, -1.4873, -4.2965], [0.6589, -0.0624, 1.1281], [1.1545, -0.0637, 2.3135], [1.3170, -0.1047, 3.7960], [0.1496, 0.2984, 4.5394], [0.1174, 0.2446, 5.9378], [1.2423, -0.2095, 6.6498], [2.4067, -0.6162, 5.9688], [2.4583, -0.5711, 4.5587], [-0.7155, 0.6436, 3.9633], [-0.7829, 0.5597, 6.4577], [1.2057, -0.2473, 7.7459], [3.2692, -0.9660, 6.5264], [3.3528, -0.8891, 4.0167]],
  "nbo_charge": [0.63, 0.52, 0.12, 0.02, 0.31, 0.60, 0.60, -0.07, -0.65, -0.64, -0.65, 0.53, 0.51, -0.32, -0.27, -0.33, -0.31, 0.29, 0.24, 0.22, 0.30, 0.26, 0.19, 0.29, 0.20, 0.23, -0.25, 0.15, -0.17, 0.05, 0.00, -0.14, 0.00, 0.08, 0.26, 0.29, 0.31, 0.30, 0.28]
}

=====

Entry 2:
{
  "formula": "C16H14N2O3S",
  "method": "the ωB97M-V functional and the def2-TZVPD basis",
  "orbital_gap_ev": 8.290,
  "smiles": "O=C(O)Cc1sc(NCc2ccco2)nc1-c1ccccc1",
  "spin_multiplicity": 1,
  "e_tot_ha": -1351.54222,
  "relative_energy_kcal_mol": 24.2,
  "species": ["O", "C", "O", "H", "C", "C", "C", "N", "C", "N", "H", "C", "C", "C", "C", "C", "O", "H", "H", "H", "H", "H", "S", "C", "C", "C", "C", "C", "C", "H", "H", "H", "H", "H", "H", "H"],
  "positions_angstrom": [[-2.3310, -3.8994, 0.4143], [-1.4939, -3.6358, 1.2347], [-0.5290, -4.4905, 1.5836], [-0.5941, -5.3128, 1.0724], [-1.3567, -2.3131, 1.9594], [-0.6185, -1.3682, 1.0682], [-1.0761, -0.3147, 0.3303], [-0.1086, 0.3965, -0.3269], [1.0666, -0.0855, -0.1431], [2.2083, 0.4237, -0.6448], [3.0444, -0.1337, -0.5708], [2.1824, 1.4585, -1.6634], [3.3942, 2.3199, -1.5563], [4.6113, 2.2415, -2.1700], [5.3878, 3.3048, -1.6493], [4.5860, 3.9445, -0.7563], [3.3824, 3.3565, -0.6926], [4.7501, 4.7990, -0.1304], [6.3967, 3.5527, -1.9069], [4.9136, 1.5243, -2.9057], [1.2779, 2.0441, -1.4888], [2.1364, 1.0177, -2.6679], [1.1210, -1.5072, 0.9089], [-2.4630, 0.1362, 0.2144], [-2.7231, 1.5053, 0.1995], [-4.0200, 1.9689, 0.0959], [-5.0728, 1.0734, -0.0018], [-4.8189, -0.2877, -0.0098], [-3.5225, -0.7602, 0.0938], [-3.3338, -1.8215, 0.0476], [-5.6349, -0.9892, -0.1047], [-6.0873, 1.4361, -0.0821], [-4.2124, 3.0322, 0.0907], [-1.8953, 2.1939, 0.2740], [-2.3456, -1.9090, 2.1781], [-0.7949, -2.4763, 2.8804]],
  "nbo_charge": [-0.60, 0.81, -0.69, 0.50, -0.55, -0.21, 0.11, -0.53, 0.30, -0.59, 0.40, -0.26, 0.26, -0.30, -0.32, 0.09, -0.39, 0.20, 0.23, 0.23, 0.25, 0.21, 0.32, 0.01, -0.21, -0.20, -0.21, -0.21, -0.22, 0.24, 0.21, 0.21, 0.21, 0.22, 0.26, 0.24]
}

=====

Entry 3:
{
  "formula": "C16H14O6",
  "method": "the ωB97M-V functional and the def2-TZVPD basis",
  "orbital_gap_ev": 7.865,
  "smiles": "CCCC(=O)C/C=C1\\C(=O)C(=O)c2cc(O)c(O)cc2C1=O",
  "spin_multiplicity": 1,
  "e_tot_ha": -1069.50701,
  "relative_energy_kcal_mol": 42.6,
  "species": ["O", "O", "O", "O", "O", "O", "C", "C", "C", "C", "C", "C", "C", "C", "C", "C", "C", "C", "C", "C", "C", "C", "H", "H", "H", "H", "H", "H", "H", "H", "H", "H", "H", "H", "H", "H"],
  "positions_angstrom": [[-0.6661, -0.1655, -1.8521], [-2.1167, 1.3808, 0.0466], [0.8464, -2.8155, 1.4812], [3.0014, 1.0649, -0.7016], [-4.0404, -0.1786, 4.4386], [-2.3108, -2.1240, 5.3387], [-0.5713, -0.2981, -0.6373], [-1.5465, 0.3369, 0.2745], [0.2525, -1.8047, 1.1628], [2.5862, 0.6773, -1.8101], [0.4375, -1.1760, -0.1224], [1.6757, -1.4163, -0.7524], [-2.7367, 0.1037, 2.4637], [-1.0485, -1.9102, 3.3071], [-2.9683, -0.5234, 3.6750], [-2.0963, -1.5091, 4.1125], [-1.6949, -0.2927, 1.6313], [-0.8432, -1.3205, 2.0233], [2.1778, -0.8002, -2.0378], [0.4992, 2.8920, -2.9335], [2.6933, 1.5209, -3.0644], [1.3521, 1.8772, -3.6834], [-3.9767, -0.7474, 5.2443], [-1.5647, -2.7703, 5.5308], [2.3552, -2.0977, -0.2796], [-3.4605, 0.8609, 2.1504], [-0.4189, -2.7150, 3.6209], [1.4265, -0.8590, -2.8358], [3.0550, -1.3450, -2.3839], [1.0720, 3.7823, -2.6688], [0.1733, 2.3883, -1.9758], [-0.3414, 3.2084, -3.5445], [3.1686, 2.4688, -2.8065], [3.2854, 0.9859, -3.8307], [0.7438, 0.9863, -3.9310], [1.5999, 2.3347, -4.6500]],
  "nbo_charge": [-0.49, -0.46, -0.56, -0.54, -0.65, -0.69, 0.44, 0.45, 0.60, 0.62, -0.30, 0.10, -0.23, -0.21, 0.28, 0.24, -0.05, -0.17, -0.60, -0.61, -0.51, -0.39, 0.50, 0.50, 0.23, 0.25, 0.23, 0.27, 0.25, 0.20, 0.21, 0.22, 0.23, 0.23, 0.21, 0.20]
}